{"formula": "C63H52O9P", "method": "ωB97M-V with the def2-TZVPD basis set", "elements": ["C", "C", "O", "C", "C", "C", "C", "C", "P", "H", "H", "H", "H", "H", "H", "H", "H", "H", "H", "H", "H", "H", "H", "H", "H", "H", "H", "H", "H", "C", "C", "C", "C", "C", "C", "C", "O", "C", "C", "C", "C", "C", "C", "C", "O", "H", "H", "H", "H", "H", "H", "H", "H", "C", "C", "C", "C", "C", "C", "C", "O", "C", "C", "C", "C", "C", "C", "C", "O", "H", "H", "H", "H", "H", "H", "H", "H", "C", "C", "C", "C", "C", "C", "C", "O", "C", "C", "C", "C", "C", "C", "C", "O", "H", "H", "H", "H", "H", "H", "H", "H", "C", "C", "C", "C", "C", "C", "C", "O", "C", "C", "C", "C", "C", "C", "C", "O", "H", "H", "H", "H", "H", "H", "H", "H"], "positions_angstrom": [[5.437603, -1.315930, 3.792683], [3.996607, -0.862249, 4.257406], [3.264277, -0.295110, 3.178390], [2.424089, 0.778306, 3.664471], [1.482208, 0.302110, 4.830024], [0.223372, 1.204273, 4.936813], [-0.854658, 0.904184, 3.841849], [-0.725245, -0.512771, 3.181703], [-1.471798, -1.969371, 4.236019], [6.172481, -1.051944, 4.587448], [5.772102, -0.792962, 2.877621], [5.482122, -2.421068, 3.699967], [3.468210, -1.797932, 4.545201], [4.130092, -0.181870, 5.117833], [3.131344, 1.534577, 4.094346], [1.868787, 1.285174, 2.858777], [1.275671, -0.782189, 4.789925], [2.071208, 0.464418, 5.766797], [0.569223, 2.258121, 4.766801], [-0.159586, 1.200394, 5.978065], [-0.895956, 1.664983, 3.030445], [-1.850488, 0.950335, 4.343239], [0.303170, -0.743064, 2.810019], [-1.375695, -0.489038, 2.267319], [-2.475423, -1.083031, 4.824832], [-2.446543, -2.244369, 3.158297], [-0.578202, -2.933616, 3.556310], [-0.513295, -1.752359, 5.316841], [-2.061438, -3.111606, 4.947286], [-0.411113, 3.057478, -5.918208], [-0.534409, 4.328256, -5.365528], [0.017202, 4.602884, -4.122908], [0.686167, 3.603395, -3.419437], [0.788226, 2.322716, -3.965251], [0.247697, 2.056468, -5.220505], [1.453733, 1.230008, -3.212654], [1.543358, 0.115787, -3.693964], [1.995316, 1.520725, -1.865241], [2.571501, 0.494814, -1.120430], [3.091663, 0.759282, 0.138918], [3.048408, 2.048066, 0.656105], [2.470338, 3.073632, -0.078628], [1.934333, 2.811936, -1.337548], [1.289672, 3.908789, -2.095244], [1.251919, 5.038917, -1.633617], [-0.834733, 2.846716, -6.892457], [-1.060056, 5.105996, -5.905801], [-0.078000, 5.593174, -3.701745], [0.337401, 1.067183, -5.650387], [2.610108, -0.511428, -1.518909], [3.532488, -0.040576, 0.720124], [3.459418, 2.252040, 1.635736], [2.431654, 4.075200, 0.330243], [-0.298727, 7.209074, -1.231119], [0.202034, 8.316215, -0.551676], [-0.462392, 8.809326, 0.562394], [-1.638850, 8.203203, 0.995316], [-2.153265, 7.107523, 0.299218], [-1.473833, 6.606547, -0.807555], [-3.430270, 6.479332, 0.717088], [-3.877903, 5.523656, 0.113908], [-4.156116, 7.045595, 1.880473], [-5.383604, 6.503733, 2.252502], [-6.064676, 7.016595, 3.346793], [-5.518961, 8.066848, 4.079663], [-4.299070, 8.613613, 3.709774], [-3.618444, 8.110892, 2.603740], [-2.331045, 8.726420, 2.197129], [-1.855569, 9.647515, 2.836150], [0.221356, 6.824869, -2.086890], [1.113841, 8.792952, -0.890355], [-0.067322, 9.666845, 1.091873], [-1.863682, 5.748265, -1.340855], [-5.809173, 5.684662, 1.687294], [-7.021406, 6.596472, 3.631559], [-6.048434, 8.461452, 4.938255], [-3.879285, 9.432956, 4.278810], [-0.711291, -2.060172, -3.800798], [-0.744962, -1.391206, -2.579810], [-1.675305, -1.750083, -1.614858], [-2.583862, -2.773671, -1.872405], [-2.565862, -3.428982, -3.104367], [-1.619258, -3.075921, -4.064174], [-3.558058, -4.489516, -3.408933], [-3.542454, -5.065764, -4.482063], [-4.575869, -4.830596, -2.383128], [-5.549269, -5.784381, -2.671927], [-6.496227, -6.119839, -1.715309], [-6.470382, -5.511276, -0.462878], [-5.506725, -4.556927, -0.172127], [-4.563314, -4.207616, -1.134501], [-3.559448, -3.160331, -0.824551], [-3.534450, -2.624278, 0.261296], [0.022314, -1.784585, -4.548899], [-0.042311, -0.590959, -2.380629], [-1.695819, -1.232493, -0.663159], [-1.593320, -3.590903, -5.015782], [-5.570328, -6.262019, -3.643061], [-7.255266, -6.858372, -1.943678], [-7.205915, -5.779489, 0.285670], [-5.490807, -4.081670, 0.800721], [4.371754, -8.662462, -4.082968], [5.665306, -8.356768, -3.669168], [5.875281, -7.376702, -2.710295], [4.792104, -6.689256, -2.168975], [3.497986, -6.979365, -2.600994], [3.290167, -7.975694, -3.551419], [2.336058, -6.222441, -2.069475], [1.208715, -6.480830, -2.445473], [2.579623, -5.144531, -1.081902], [1.508088, -4.386365, -0.614997], [1.723221, -3.382968, 0.319434], [3.007980, -3.138860, 0.798547], [4.079822, -3.887308, 0.333241], [3.870992, -4.885928, -0.615145], [5.027667, -5.654898, -1.130529], [6.153124, -5.442171, -0.717014], [4.208282, -9.434230, -4.825340], [6.510004, -8.885391, -4.094011], [6.881588, -7.144412, -2.386366], [2.285803, -8.211573, -3.878668], [0.507396, -4.575144, -0.982120], [0.889363, -2.790581, 0.678339], [3.171470, -2.358937, 1.535570], [5.077526, -3.690935, 0.704763]], "forces_ev_per_angstrom": [[-0.192, 0.194, 0.696], [1.082, -1.362, -0.588], [-0.164, 0.893, 0.151], [0.099, -0.250, 1.300], [0.717, 0.959, 0.437], [0.512, 0.451, -0.696], [-0.249, -0.737, 0.092], [-0.532, 0.870, -0.461], [-0.664, -0.811, -1.084], [-0.447, -0.163, -0.469], [-0.335, -0.406, 0.307], [0.017, 0.714, -0.349], [0.179, 0.767, 0.389], [-0.442, -0.155, -0.456], [-0.524, -0.183, -0.279], [0.195, -0.798, 0.069], [-0.200, 0.638, -0.233], [-0.427, -0.243, -0.488], [-0.116, -0.600, 0.289], [-0.025, -0.307, -0.711], [0.322, -0.141, 0.630], [0.525, -0.092, -0.423], [-0.511, 0.178, 0.410], [0.398, -0.133, 0.590], [0.084, 0.461, 0.365], [-0.131, -0.001, -0.160], [0.574, -0.029, 0.007], [0.261, 0.154, 0.329], [0.020, 0.010, 0.337], [0.054, -0.012, 0.095], [0.066, -0.037, 0.089], [-0.048, -0.091, -0.161], [-0.097, 0.006, -0.165], [-0.111, 0.181, -0.114], [-0.107, 0.096, -0.120], [0.253, -0.427, -0.166], [0.160, 0.250, -0.132], [0.023, -0.033, 0.158], [0.050, 0.002, 0.133], [0.022, -0.116, -0.152], [-0.023, 0.137, -0.216], [0.073, -0.092, 0.105], [0.028, -0.058, 0.104], [0.068, 0.528, 0.464], [0.236, -0.673, -0.390], [0.008, 0.000, 0.035], [0.018, -0.019, 0.022], [0.065, -0.040, 0.069], [0.052, -0.017, 0.154], [-0.047, 0.061, -0.090], [-0.061, 0.052, 0.053], [0.022, -0.021, -0.048], [-0.090, 0.001, -0.132], [-0.371, 0.513, 0.170], [-0.203, -0.036, 0.118], [0.176, -0.040, -0.142], [0.053, -0.061, -0.154], [0.211, 0.082, -0.051], [0.140, 0.081, -0.094], [-0.183, -0.557, -0.356], [0.013, 0.151, 0.062], [-0.142, 0.124, 0.211], [-0.160, 0.030, 0.141], [0.123, 0.032, -0.065], [0.092, -0.017, -0.105], [-0.188, -0.033, 0.092], [-0.200, -0.101, 0.063], [0.326, 0.495, 0.296], [-0.098, -0.103, -0.073], [0.036, 0.066, -0.014], [-0.022, -0.023, 0.013], [-0.126, -0.056, 0.098], [-0.095, 0.021, 0.116], [0.163, 0.011, -0.056], [0.038, -0.004, -0.006], [0.022, -0.014, -0.022], [0.108, -0.025, -0.123], [-0.095, -0.083, -0.018], [-0.177, -0.075, 0.150], [0.147, 0.098, -0.068], [0.157, 0.013, -0.247], [0.104, 0.113, 0.045], [0.149, 0.169, 0.013], [0.109, -0.260, -0.567], [-0.056, 0.069, 0.131], [-0.168, -0.035, 0.174], [-0.185, -0.106, 0.101], [0.123, 0.088, -0.014], [0.110, 0.059, -0.092], [-0.193, -0.113, 0.049], [-0.195, -0.235, -0.116], [0.149, 0.377, 0.626], [-0.164, -0.041, -0.126], [0.004, 0.018, 0.084], [-0.182, -0.280, 0.039], [-0.102, -0.138, 0.041], [-0.118, -0.068, 0.079], [0.145, 0.090, -0.001], [0.029, 0.014, 0.003], [0.029, 0.011, -0.013], [0.154, 0.077, -0.082], [-0.021, 0.097, 0.083], [-0.073, 0.085, 0.085], [0.037, -0.170, -0.157], [-0.047, -0.179, -0.202], [0.226, -0.146, -0.104], [0.128, -0.128, -0.120], [-0.688, 0.004, -0.076], [0.168, -0.031, -0.012], [0.028, 0.160, 0.116], [0.006, 0.132, 0.093], [-0.008, -0.002, -0.063], [0.054, -0.013, -0.032], [-0.129, 0.128, 0.056], [-0.104, 0.049, 0.031], [0.509, 0.268, 0.343], [-0.088, -0.078, -0.104], [-0.001, 0.023, 0.021], [-0.022, 0.010, 0.020], [-0.100, 0.092, 0.104], [-0.024, 0.137, 0.104], [0.069, -0.096, -0.054], [0.014, -0.052, 0.073], [-0.071, -0.034, -0.001], [0.017, -0.108, -0.104]], "e_homo_ev": -3.06, "spin_multiplicity": 1, "orbital_gap_ev": 3.4, "charge": -1, "lumo_ev": 0.33, "energy_ev": -93889.507}